Entry from the Open Molecules 2025 dataset: a molecular structure, C30H29N2O10PdS at a distorted geometry (ωB97M-V/def2-TZVPD).

As for the LUMO energy (spin up / spin down): -4.39 / -6.57 eV. The gap between HOMO and LUMO (spin up / spin down) is 6.27 / 3.84 eV. The calculated total energy comes out at -2548.19369 Eh. Its expectation value of S² is 6.060. For the highest occupied orbital energy (spin up / spin down), the calculation gives -10.657 / -10.404 eV.

Structure (ORCA input):
```
! RIJCOSX wB97M-V def2-TZVPD def2/J DEFGRID3
* xyz 1 5
Pd 0.122 0.207 0.238
O 0.651 -3.929 1.392
C 0.368 -2.866 0.892
O 1.066 -1.857 0.669
C -1.145 -2.722 0.420
C -1.982 -3.832 0.369
C -3.296 -3.622 -0.023
C -3.724 -2.337 -0.330
C -2.813 -1.293 -0.248
N -1.564 -1.522 0.114
H -1.608 -4.806 0.644
H -3.979 -4.458 -0.081
H -4.744 -2.140 -0.622
H -3.076 -0.265 -0.464
C 2.319 -1.875 -6.039
O 1.570 -0.694 -6.250
C 0.950 -0.127 -5.209
C 0.196 1.040 -5.487
C -0.484 1.678 -4.489
C -0.488 1.223 -3.152
C -1.199 1.889 -2.101
C -1.864 3.224 -2.326
O -1.323 1.437 -0.942
C 0.258 0.018 -2.863
O 0.281 -0.577 -1.736
C 0.981 -0.601 -3.916
H 2.684 -2.169 -7.022
H 1.695 -2.671 -5.627
H 3.162 -1.688 -5.370
H 0.168 1.402 -6.502
H -1.055 2.550 -4.759
H -2.000 3.476 -3.368
H -1.250 3.986 -1.848
H -2.828 3.223 -1.824
H 1.517 -1.495 -3.640
C -0.192 2.977 2.223
S -0.145 1.236 2.684
O -0.216 1.128 4.105
O 1.136 0.749 2.111
O -1.243 0.585 1.943
H 0.641 3.468 2.710
H -1.132 3.392 2.561
H -0.100 3.014 1.143
C 2.947 5.394 0.852
O 3.522 4.144 1.173
C 4.780 4.121 1.677
C 5.596 5.239 1.826
C 6.869 5.112 2.353
C 7.350 3.879 2.760
C 6.544 2.762 2.645
C 5.275 2.867 2.091
N 4.447 1.722 1.990
C 3.741 1.374 0.946
C 3.886 1.891 -0.360
C 5.126 2.292 -0.887
C 5.237 2.734 -2.184
C 4.099 2.792 -3.000
C 2.872 2.426 -2.521
C 2.692 1.987 -1.175
O 1.526 1.842 -0.696
H 1.955 5.165 0.466
H 3.524 5.913 0.080
H 2.860 6.031 1.738
H 5.245 6.218 1.539
H 7.488 5.991 2.442
H 8.346 3.791 3.165
H 6.902 1.796 2.967
H 4.298 1.206 2.852
H 2.957 0.635 1.099
H 6.014 2.180 -0.283
H 6.196 3.032 -2.582
H 4.191 3.139 -4.018
H 1.987 2.492 -3.137
*
```